{
  "formula": "C37H54GeN4O4Ti",
  "method": "the ωB97M-V functional and the def2-TZVPD basis",
  "elements": ["Ti", "C", "C", "C", "C", "C", "C", "N", "C", "C", "N", "C", "C", "O", "O", "C", "C", "C", "C", "C", "C", "N", "C", "C", "N", "C", "C", "O", "O", "H", "H", "H", "H", "H", "H", "H", "H", "H", "H", "H", "H", "H", "H", "H", "H", "H", "H", "H", "H", "H", "H", "H", "H", "H", "H", "H", "H", "H", "H", "H", "H", "H", "H", "H", "H", "H", "H", "H", "C", "Ge", "C", "C", "C", "C", "C", "C", "C", "C", "C", "C", "C", "C", "C", "C", "C", "C", "H", "H", "H", "H", "H", "H", "H", "H", "H", "H", "H", "H", "H", "H", "H"],
  "coordinates": [[-1.81428, -0.04384, -0.12380], [-1.27508, -2.00948, 3.21328], [-1.66501, -0.55557, 3.52042], [-0.57091, 0.22506, 4.30899], [0.77510, 0.59268, 3.75824], [1.84745, -0.44972, 3.73838], [1.23568, 1.99901, 3.99671], [0.12833, 0.09459, 0.63247], [0.42842, 1.00578, -2.02000], [-0.52077, 0.14790, -2.85223], [-1.89546, -0.02837, -2.27508], [-2.29226, -1.44416, -2.49865], [-1.38206, -2.31151, -1.62272], [-0.78849, -3.27024, -2.06451], [-1.30285, -1.86841, -0.39593], [-2.84160, 0.92770, -2.95538], [-4.30760, 0.49111, -2.99509], [-2.63656, 2.37392, -2.46766], [-3.09504, 2.86065, -1.07226], [-2.65929, 4.33218, -0.98215], [-4.62021, 2.81310, -0.92615], [-2.40280, 2.09249, 0.03108], [-3.04016, 2.30060, 1.35567], [-2.32193, 1.55163, 2.46817], [-2.30003, 0.08185, 2.30318], [-3.68745, -0.43856, 2.29888], [-4.39536, -0.29685, 0.95741], [-5.58743, -0.12166, 0.89421], [-3.59123, -0.38427, -0.06664], [-0.50473, -2.35252, 3.90076], [-0.91316, -2.12811, 2.19192], [-2.12383, -2.68221, 3.33176], [-2.46969, -0.58717, 4.26710], [-0.39993, -0.42447, 5.17764], [-1.03440, 1.12821, 4.71126], [2.24054, -0.60474, 4.75353], [2.69241, -0.14389, 3.11821], [1.49451, -1.41685, 3.38041], [1.37617, 2.17642, 5.07256], [0.51587, 2.74938, 3.65643], [2.19535, 2.19130, 3.51612], [0.10563, -0.83305, 1.06728], [0.39731, 0.69384, 1.41643], [1.09782, 1.55300, -2.68329], [-0.11723, 1.73599, -1.42079], [-0.07393, -0.83456, -3.00872], [-0.61879, 0.57917, -3.85258], [-2.22203, -1.73261, -3.54888], [-3.30246, -1.61252, -2.13474], [-2.53026, 0.95017, -4.00700], [-4.70243, 0.22880, -2.02093], [-4.43807, -0.35857, -3.66316], [-4.90003, 1.30851, -3.40346], [-3.16667, 3.00326, -3.18509], [-1.57833, 2.62520, -2.58576], [-3.14959, 4.91646, -1.76049], [-1.57853, 4.43580, -1.11443], [-2.93697, 4.77316, -0.02449], [-5.07693, 3.15212, -1.85454], [-4.95537, 3.48911, -0.13945], [-5.00226, 1.81915, -0.70794], [-1.47274, 2.50931, 0.10312], [-4.07399, 1.97503, 1.30502], [-3.05326, 3.35870, 1.62813], [-2.81420, 1.82162, 3.41180], [-1.29005, 1.90070, 2.50906], [-4.30191, 0.03590, 3.06946], [-3.66607, -1.51001, 2.49645], [2.62612, 1.68138, -0.03552], [1.68048, 0.05101, -0.66584], [2.63843, -0.75774, -2.44342], [3.53786, 0.06800, -3.08666], [4.13363, -0.38690, -4.25803], [3.81602, -1.64036, -4.76085], [2.90530, -2.44714, -4.09581], [2.31566, -2.01346, -2.91157], [2.53119, -1.65924, 0.16664], [1.71877, -2.72299, 0.43733], [2.24619, -3.92156, 0.96248], [3.58756, -4.04202, 1.17550], [4.46141, -2.97122, 0.87600], [5.85665, -3.09148, 1.07755], [6.70788, -2.07558, 0.75171], [6.19673, -0.88263, 0.20740], [4.85289, -0.73050, 0.01288], [3.93858, -1.75912, 0.33995], [3.26147, 1.48538, 0.82712], [1.87953, 2.42832, 0.24148], [3.24872, 2.11302, -0.81978], [3.78499, 1.05307, -2.70770], [4.84450, 0.24881, -4.76967], [4.28259, -1.98949, -5.67257], [2.65089, -3.42712, -4.47785], [1.63148, -2.66875, -2.38756], [0.65870, -2.69649, 0.24030], [1.56942, -4.74066, 1.16827], [4.00738, -4.96660, 1.55304], [6.23788, -4.01598, 1.49443], [7.77313, -2.18301, 0.90636], [6.87524, -0.08244, -0.05913], [4.47381, 0.18689, -0.41402]],
  "multiplicity": 4,
  "e_homo_ev": [-10.2, -10.5],
  "s_squared": 3.767,
  "charge": 1,
  "de_lowest_kcal_mol": 26.56,
  "gap_ev": [8.14, 5.51]
}